Record 1
DFT (ωB97M-V with the def2-TZVPD basis set) results for a molecular structure, C5H9CaMgO4 in a non-equilibrium geometry.

Positions of all 20 atoms, in Å:
H -1.469 3.706 -0.859
H 0.839 -2.805 -1.906
C -0.925 3.996 1.175
H -0.824 -2.378 -2.423
H -2.512 2.881 0.300
Ca -0.323 0.611 -1.565
C -0.168 -2.545 -1.559
Mg 0.844 1.839 0.996
O 1.654 0.262 0.337
O 0.136 3.549 1.724
H 0.160 -2.654 0.903
C 0.209 -1.593 0.618
C 1.617 -1.050 0.787
H -0.561 -1.123 1.248
H 1.940 -1.272 1.819
O -0.110 -1.379 -0.753
C -1.449 3.090 0.063
O -0.781 1.870 -0.077
H -0.567 -3.374 -0.956
H 2.289 -1.632 0.128

Values from the calculation:
Max |F|, eV/Å: 3.10
Kohn-Sham gap (spin up / spin down), eV: 3.419 / 2.637
Relative energy (zero: lowest compared OMol25 entry of this formula, charge and spin), kJ/mol: 82.0
2S+1: 2
E_LUMO (spin up / spin down), hartree: -0.0181 / -0.0485

For each atom in turn, the Mulliken charge in e is: atom 1 (H): 0.22, atom 2 (H): 0.33, atom 3 (C): -0.18, atom 4 (H): 0.17, atom 5 (H): 0.28, atom 6 (Ca): -0.04, atom 7 (C): -0.82, atom 8 (Mg): 0.63, atom 9 (O): -0.65, atom 10 (O): -0.45, atom 11 (H): 0.46, atom 12 (C): -0.45, atom 13 (C): -0.45, atom 14 (H): 0.24, atom 15 (H): 0.33, atom 16 (O): 0.14, atom 17 (C): 0.00, atom 18 (O): -0.36, atom 19 (H): 0.33, atom 20 (H): 0.29

Record 2
DFT (ωB97M-V with the def2-TZVPD basis set) results for C5H9Cl in the gas phase in a non-equilibrium geometry.

Positions of all 15 atoms, in Å:
C 1.214 -0.377 0.789
H -0.366 2.213 0.755
C -1.317 -0.777 0.315
H -1.132 -0.447 -1.925
C 0.015 0.135 0.098
H -0.083 -1.745 -1.212
H -2.329 -0.387 0.391
H 1.380 -1.406 1.164
H 0.934 1.820 -0.498
C -0.089 1.616 -0.147
H -1.087 -1.690 0.903
Cl 2.647 -0.219 -0.325
C -0.586 -0.806 -0.994
H 1.498 0.211 1.649
H -0.699 1.860 -0.964

Values from the calculation:
Max |F|, eV/Å: 4.64
Kohn-Sham gap, eV: 10.820
Relative energy (zero: lowest compared OMol25 entry of this formula, charge and spin), kJ/mol: 113.9
2S+1: 1
E_LUMO, hartree: 0.0373

For each atom in turn, the Mulliken charge in e is: atom 1 (C): -0.84, atom 2 (H): 0.26, atom 3 (C): -0.74, atom 4 (H): 0.26, atom 5 (C): 0.94, atom 6 (H): 0.23, atom 7 (H): 0.31, atom 8 (H): 0.34, atom 9 (H): 0.35, atom 10 (C): -1.34, atom 11 (H): 0.23, atom 12 (Cl): -0.23, atom 13 (C): -0.58, atom 14 (H): 0.40, atom 15 (H): 0.42

Record 3
DFT (ωB97M-V with the def2-TZVPD basis set) results for 2 unconnected molecules or ions with the total composition C5H9Cl2N4O in a non-equilibrium geometry.

Positions of all 21 atoms, in Å:
N -0.265 2.983 -1.277
O -0.056 -2.298 3.040
H -0.220 -0.291 2.681
N -0.486 1.830 -1.200
H -0.379 -3.422 1.181
H -1.102 0.893 -2.851
Cl 2.331 3.035 -0.146
H 0.994 -2.853 0.199
H -0.495 -2.787 -0.485
H 3.165 3.949 -0.373
N -0.071 -1.374 0.955
H -0.285 1.567 1.266
C -0.693 0.772 -1.881
Cl -0.853 4.221 -0.349
C -0.046 -1.327 2.335
C -0.002 -2.736 0.435
C -0.314 -0.281 0.181
N -0.157 0.940 0.490
C -0.440 -0.577 -1.253
H 0.607 -1.009 -1.478
H -1.231 -1.235 -1.470

Values from the calculation:
Max |F|, eV/Å: 3.11
Kohn-Sham gap, eV: 8.625
Net charge: +1
Relative energy (zero: lowest compared OMol25 entry of this formula, charge and spin), kJ/mol: 25.6
2S+1: 1
E_LUMO, hartree: -0.1783

For each atom in turn, the Mulliken charge in e is: atom 1 (N): -0.69, atom 2 (O): -0.46, atom 3 (H): 0.32, atom 4 (N): 0.87, atom 5 (H): 0.37, atom 6 (H): 0.49, atom 7 (Cl): -0.24, atom 8 (H): 0.44, atom 9 (H): 0.40, atom 10 (H): 0.26, atom 11 (N): 0.06, atom 12 (H): 0.26, atom 13 (C): -0.49, atom 14 (Cl): 0.08, atom 15 (C): 0.04, atom 16 (C): -1.15, atom 17 (C): 0.58, atom 18 (N): -0.39, atom 19 (C): -0.56, atom 20 (H): 0.36, atom 21 (H): 0.44

Record 4
DFT (ωB97M-V with the def2-TZVPD basis set) results for C5H9ClF3NOSi in the gas phase in a non-equilibrium geometry.

Positions of all 21 atoms, in Å:
H -2.074 1.932 0.959
C -0.996 1.735 1.334
Cl 1.757 -2.572 -0.484
Si -0.517 -0.062 0.781
H -0.498 2.570 0.772
H -2.437 -1.814 -0.066
O 0.857 0.279 -0.167
H -1.453 -1.222 -1.411
F 0.644 1.833 -2.262
H -0.820 -1.616 2.784
N 1.920 -1.321 -1.612
C 1.642 0.954 -2.285
C 0.052 -1.150 2.265
H 0.700 -2.025 2.063
F 1.732 0.511 -3.525
F 2.803 1.712 -2.000
H -2.646 -0.154 -0.636
H -0.871 1.910 2.378
C -1.800 -0.868 -0.441
C 1.499 -0.172 -1.284
H 0.506 -0.458 2.837

Values from the calculation:
Max |F|, eV/Å: 4.41
Kohn-Sham gap, eV: 11.078
2S+1: 1
E_LUMO, hartree: 0.0211

For each atom in turn, the Mulliken charge in e is: atom 1 (H): 0.29, atom 2 (C): -1.07, atom 3 (Cl): -0.07, atom 4 (Si): 0.53, atom 5 (H): 0.31, atom 6 (H): 0.31, atom 7 (O): -0.24, atom 8 (H): 0.35, atom 9 (F): -0.24, atom 10 (H): 0.30, atom 11 (N): -0.35, atom 12 (C): 0.82, atom 13 (C): -0.96, atom 14 (H): 0.25, atom 15 (F): -0.24, atom 16 (F): -0.28, atom 17 (H): 0.32, atom 18 (H): 0.32, atom 19 (C): -1.07, atom 20 (C): 0.40, atom 21 (H): 0.31

Record 5
DFT (ωB97M-V with the def2-TZVPD basis set) results for C5H9ClFN in the gas phase in a non-equilibrium geometry.

Positions of all 17 atoms, in Å:
C -0.363 -0.588 -0.280
H -0.677 0.876 2.496
C 0.219 0.671 0.376
H 0.903 0.160 2.341
C 0.542 -1.758 -0.531
H -1.797 0.287 -1.877
H -1.225 -0.925 0.395
H 1.566 -1.596 -0.833
H -0.082 0.389 -2.300
C 0.241 0.891 1.899
F 0.577 -2.453 0.709
H -0.250 2.367 -0.842
H 1.270 0.807 0.152
N -0.662 1.505 -0.484
H 0.689 1.905 1.992
Cl -0.165 -2.872 -1.760
C -0.784 0.332 -1.453

Values from the calculation:
Max |F|, eV/Å: 2.04
Kohn-Sham gap, eV: 10.259
Relative energy (zero: lowest compared OMol25 entry of this formula, charge and spin), kJ/mol: 95.5
2S+1: 1
E_LUMO, hartree: 0.0342

For each atom in turn, the Mulliken charge in e is: atom 1 (C): 0.10, atom 2 (H): 0.36, atom 3 (C): 0.16, atom 4 (H): 0.34, atom 5 (C): 0.10, atom 6 (H): 0.27, atom 7 (H): 0.23, atom 8 (H): 0.29, atom 9 (H): 0.27, atom 10 (C): -1.39, atom 11 (F): -0.26, atom 12 (H): 0.24, atom 13 (H): 0.25, atom 14 (N): -0.56, atom 15 (H): 0.31, atom 16 (Cl): -0.19, atom 17 (C): -0.51

Record 6
DFT (ωB97M-V with the def2-TZVPD basis set) results for 2 unconnected molecules or ions with the total composition C5H9ClFN2 in a non-equilibrium geometry.

Positions of all 18 atoms, in Å:
N 0.300 0.364 1.955
C 0.863 -1.857 0.410
C 0.114 -0.719 -1.725
H 0.447 2.281 -0.124
H 0.968 1.122 2.082
H 0.597 -1.587 -2.191
C 0.508 -0.611 -0.269
Cl 2.473 0.209 -0.422
F -2.099 -2.162 -0.226
H -1.157 2.306 0.638
C -0.495 1.722 -0.016
H -0.416 0.433 2.667
C -0.275 0.356 0.623
H -1.003 1.626 -0.985
H -1.291 -0.109 0.672
N 1.162 -2.852 0.915
H -0.997 -0.753 -1.759
H 0.301 0.229 -2.245

Values from the calculation:
Max |F|, eV/Å: 1.49
Kohn-Sham gap, eV: 7.423
Net charge: -1
Relative energy (zero: lowest compared OMol25 entry of this formula, charge and spin), kJ/mol: 16.4
2S+1: 1
E_LUMO, hartree: 0.1142

For each atom in turn, the Mulliken charge in e is: atom 1 (N): -0.57, atom 2 (C): 0.20, atom 3 (C): -1.40, atom 4 (H): 0.27, atom 5 (H): 0.23, atom 6 (H): 0.38, atom 7 (C): 0.61, atom 8 (Cl): -0.31, atom 9 (F): -0.90, atom 10 (H): 0.41, atom 11 (C): -1.44, atom 12 (H): 0.26, atom 13 (C): 0.21, atom 14 (H): 0.38, atom 15 (H): 0.47, atom 16 (N): -0.54, atom 17 (H): 0.35, atom 18 (H): 0.39

Which value of 2S+1 does entry 3 give?
1

Which value of 2S+1 does entry 5 give?
1

Among the records above, which one has the highest 2S+1?
C5H9CaMgO4